# 1
Computed, not measured: a cluster of 2 separate species, C3H11NP in total at a distorted geometry, with the ωB97M-V functional and the def2-TZVPD basis.

HOMO energy: -13.0917 eV
total energy: -516.6793 Eh
net charge: +1
max |F|: 0.0960 Eh/bohr

Atoms and positions in Å:
H: 0.05192 1.71606 -0.31554
C: 1.81513 0.81939 0.54291
H: -0.66300 -2.06298 -1.18983
C: -1.58031 -2.39638 -0.92301
H: -3.42857 -0.52676 -1.24106
P: -2.39905 -0.74881 -0.38243
H: 2.30911 -0.17860 0.53610
C: 2.47343 2.13086 1.04863
H: 3.36171 1.95018 1.62563
N: 0.69990 0.87523 -0.14542
H: -1.58870 -3.20779 -0.30381
H: 0.00318 0.14120 -0.34176
H: -3.26328 -1.24449 0.63287
H: 1.73919 2.40971 1.87451
H: 2.64834 3.02697 0.37345
H: -2.17899 -2.70380 -1.79122

Mulliken atomic charge list, values in e, 4 entries:
1. H 0.380
2. C 0.255
3. H 0.270
4. C -0.876

# 2
Computed, not measured: a cluster of 2 separate species, C3H11NS in total at a distorted geometry, with the ωB97M-V functional and the def2-TZVPD basis.

HOMO energy: -8.9888 eV
total energy: -573.7527 Eh
SMILES string: CCN.CS
max |F|: 0.0870 Eh/bohr

Atoms and positions in Å:
H: -1.11877 -2.24629 1.54898
H: -2.89789 -2.45285 1.31174
C: -1.90491 -2.66276 0.87833
H: -1.67355 -3.76907 0.79930
H: -3.31481 -2.15554 -1.28984
C: 0.74377 1.76404 -0.31133
S: -2.00482 -2.19076 -0.82874
C: 1.72740 0.89091 -1.02000
H: 1.42739 -0.12380 -1.28802
H: 0.87425 2.66331 1.59454
H: 2.00524 1.61196 1.14118
H: -0.30656 1.46690 0.23332
N: 1.58472 2.43978 0.72088
H: 2.64320 0.87119 -0.49732
H: 1.85153 1.40994 -1.99900
H: 0.36380 2.48304 -0.99402

Mulliken atomic charge list, values in e, 4 entries:
1. H 0.259
2. H 0.251
3. C -0.648
4. H 0.248

Which of these has the lowest total energy? C3H11NS

Copy entry 1 word for word.
Computed, not measured: a cluster of 2 separate species, C3H11NP in total at a distorted geometry, with the ωB97M-V functional and the def2-TZVPD basis.

HOMO energy: -13.0917 eV
total energy: -516.6793 Eh
net charge: +1
max |F|: 0.0960 Eh/bohr

Atoms and positions in Å:
H: 0.05192 1.71606 -0.31554
C: 1.81513 0.81939 0.54291
H: -0.66300 -2.06298 -1.18983
C: -1.58031 -2.39638 -0.92301
H: -3.42857 -0.52676 -1.24106
P: -2.39905 -0.74881 -0.38243
H: 2.30911 -0.17860 0.53610
C: 2.47343 2.13086 1.04863
H: 3.36171 1.95018 1.62563
N: 0.69990 0.87523 -0.14542
H: -1.58870 -3.20779 -0.30381
H: 0.00318 0.14120 -0.34176
H: -3.26328 -1.24449 0.63287
H: 1.73919 2.40971 1.87451
H: 2.64834 3.02697 0.37345
H: -2.17899 -2.70380 -1.79122

Mulliken atomic charge list, values in e, 4 entries:
1. H 0.380
2. C 0.255
3. H 0.270
4. C -0.876